1.
10 unconnected molecules or ions with the total composition C8H30O9. Source: the Open Molecules 2025 dataset; level of theory: ωB97M-V/def2-TZVPD.

Computed properties:
structure (SMILES)	C=C(C)C(=C)/C=C/C.O.O.O.O.O.O.O.O.O
net charge	0
E_tot	-999.93972	Eh
highest occupied orbital energy	-9.150	eV
relative energy (zero: lowest compared OMol25 entry of this formula, charge and spin)	0.000	eV

Geometry (Å):
O -0.64 1.25 3.07
O 0.78 2.15 -2.98
O -0.75 3.42 1.58
O -0.73 3.43 -1.14
O 1.74 -0.06 2.98
O -2.91 2.41 0.27
O 0.68 -2.72 -2.50
O 2.59 -4.09 0.66
O -2.44 -0.34 1.78
C -2.71 -0.39 -2.28
C 0.43 -0.94 -0.10
C 2.85 -0.95 -0.81
C 1.87 1.03 0.27
C 0.28 -2.04 0.65
C -1.60 -1.06 -1.53
C 1.73 -0.21 -0.18
C -0.69 -0.34 -0.85
H 0.31 2.70 -2.33
H -2.35 2.96 0.86
H -2.49 -0.41 -3.35
H 2.77 1.61 0.22
H 1.12 -2.91 -1.67
H 0.22 0.76 3.06
H -3.63 -0.95 -2.15
H -1.65 3.13 -1.09
H 1.95 -0.61 3.73
H -0.75 0.75 -0.85
H 3.84 -0.43 -0.69
H 1.10 -2.42 1.22
H 1.07 1.62 0.75
H 0.76 1.27 -2.59
H -1.59 -2.15 -1.57
H 1.89 -0.60 2.20
H -2.79 1.52 0.62
H -0.63 2.58 2.12
H -2.26 -0.76 0.93
H 2.72 -1.09 -1.90
H 3.45 -4.46 0.86
H -3.38 -0.41 1.94
H -0.64 -2.60 0.75
H 2.97 -1.97 -0.41
H -2.85 0.66 -2.03
H -0.50 3.45 -0.18
H 0.71 -1.78 -2.64
H -0.61 4.19 2.13
H 2.03 -4.86 0.50
H -1.27 0.63 2.66

Results of the Löwdin charge analysis, in e, for atoms 1 through 4: -0.07, -0.09, -0.09, -0.08

***

2.
A molecular structure, C8H32Al2N16O16P2. Source: the Open Molecules 2025 dataset; level of theory: ωB97M-V/def2-TZVPD.

Computed properties:
net charge	0
E_tot	-3571.55534	Eh
highest occupied orbital energy	-9.485	eV

Geometry (Å):
P 1.63 -5.52 30.33
P 0.14 -9.33 27.42
Al 0.37 -8.69 30.96
Al 1.09 -5.92 26.82
O -1.22 -11.76 22.60
O -0.30 -8.17 28.29
O -4.62 -6.66 26.26
O 1.06 -8.73 26.34
O 2.01 -6.85 29.62
O 4.53 -10.96 24.56
O 0.84 -10.38 28.47
O -1.00 -9.97 26.63
O -1.49 -15.00 26.87
O 0.96 -12.19 30.96
O 2.77 -4.89 31.16
O 3.09 -9.98 30.97
O -3.69 -11.83 30.00
O -0.80 -6.09 24.58
O 1.07 -4.50 29.29
O 0.44 -5.98 31.17
N 5.19 -10.26 30.50
N -0.08 -10.65 24.20
N 2.74 -9.62 24.43
N 1.37 -12.85 28.88
N 3.76 -9.98 28.91
N -3.87 -7.00 28.33
N -3.06 -10.58 28.28
N -2.56 -7.40 26.67
N -2.67 -13.31 25.98
N -1.59 -7.76 23.47
N -2.15 -10.78 24.33
N -1.95 -5.73 22.74
N -0.69 -12.90 26.78
N 3.04 -10.70 26.22
N -1.56 -11.20 29.66
N 1.27 -14.35 30.40
C 1.25 -13.10 30.17
C -1.42 -6.52 23.63
C 3.43 -10.57 24.99
C -1.62 -13.79 26.66
C -2.87 -11.24 29.35
C 3.98 -10.11 30.25
C -1.14 -11.09 23.61
C -3.71 -6.98 27.00
H 0.79 -10.52 23.70
H 5.68 -10.56 29.67
H 2.18 -10.22 26.45
H -0.90 -11.92 26.61
H -1.21 -8.48 24.06
H -3.15 -7.48 28.85
H 3.11 -9.47 23.50
H -3.03 -10.97 23.88
H 1.19 -14.71 31.34
H -3.98 -10.73 27.89
H 1.56 -14.96 29.65
H 5.44 -10.35 31.48
H 2.79 -10.03 28.63
H 1.27 -11.90 28.56
H -2.19 -10.36 27.81
H -1.87 -4.78 23.08
H -1.88 -7.63 27.38
H 2.02 -9.09 24.88
H -0.94 -10.94 28.91
H -3.38 -14.03 25.83
H -2.44 -7.50 25.67
H -0.02 -10.44 25.19
H -1.46 -12.06 30.18
H 3.59 -11.26 26.86
H -2.03 -7.94 22.57
H 4.49 -10.01 28.22
H -2.70 -12.39 25.59
H -4.70 -6.57 28.71
H -2.64 -5.86 22.02
H -1.96 -10.35 25.23
H 1.63 -13.54 28.20
H 0.14 -13.06 27.34

Results of the Löwdin charge analysis, in e, for atoms 1 through 4: -0.02, 0.09, 1.23, 1.09

***

3.
A molecular structure, C8H32Al3O16P2. Source: the Open Molecules 2025 dataset; level of theory: ωB97M-V/def2-TZVPD.

Computed properties:
net charge	+3
E_tot	-2936.27292	Eh
highest occupied orbital energy	-17.910	eV
relative energy (zero: lowest compared OMol25 entry of this formula, charge and spin)	2.204	eV

Geometry (Å):
P -3.12 1.03 4.45
P 0.14 -0.19 0.71
Al -2.33 2.20 1.30
Al 2.59 -2.76 0.50
Al -0.87 -1.67 3.85
O -4.50 0.69 5.18
O -1.94 0.49 5.39
O -1.98 -1.40 -2.39
O 0.16 -3.51 -1.39
O -0.91 0.29 -0.33
O -2.91 2.56 4.07
O -0.25 0.42 2.09
O -2.98 0.16 3.19
O -1.78 2.14 -2.12
O 2.53 -1.91 -2.45
O 3.58 0.93 1.60
O 0.19 3.00 2.77
O 1.66 0.02 0.37
O -2.46 -3.15 1.06
O -0.04 -1.67 1.09
O 1.53 2.39 -0.86
C -2.23 -4.53 0.77
C -1.11 2.74 -3.23
C -0.29 -4.02 -2.60
C 3.37 1.26 2.96
C -2.55 -0.79 -3.55
C 1.71 -0.87 -3.01
C 0.93 3.83 3.69
C 2.94 2.79 -0.67
H 2.30 0.05 -2.95
H 0.14 -5.00 -2.80
H 2.72 0.67 1.25
H -1.80 3.41 -3.72
H -0.82 2.03 -4.00
H 0.48 2.09 2.77
H -1.33 1.31 -1.97
H -2.77 -1.52 -4.33
H -1.87 -0.83 -1.62
H -1.18 -4.81 0.81
H 2.65 -2.50 -3.20
H 0.82 -0.73 -2.41
H 2.78 0.52 3.50
H 1.61 -1.08 -4.08
H -0.07 -3.25 -3.33
H 3.11 2.31 3.09
H 4.30 1.20 3.53
H -1.37 -4.13 -2.47
H 1.55 1.50 -0.52
H 0.36 4.75 3.84
H 3.28 2.98 0.34
H 3.52 2.02 -1.18
H 1.08 3.24 4.60
H -3.53 -0.42 -3.25
H -1.80 -2.64 0.58
H -1.97 0.07 -3.87
H -2.91 -5.25 1.23
H -2.68 -4.84 -0.18
H -0.43 -2.77 -1.24
H 1.87 4.15 3.24
H -0.27 3.34 -2.87
H 3.19 3.69 -1.24

Results of the Löwdin charge analysis, in e, for atoms 1 through 4: 0.13, 0.09, 1.44, 1.13

***

4.
A molecular structure, C8H32BCs3N8O6. Source: the Open Molecules 2025 dataset; level of theory: ωB97M-V/def2-TZVPD.

Computed properties:
net charge	+2
E_tot	-1298.22849	Eh
highest occupied orbital energy	-12.490	eV

Geometry (Å):
Cs -3.03 -3.94 0.61
Cs -0.34 -0.87 -5.96
Cs 1.42 5.26 0.65
O -1.32 2.88 4.84
O 1.64 -6.04 -1.97
O -6.37 -0.02 -0.12
O 5.66 1.96 0.23
O -2.66 7.34 -1.42
O 2.47 -4.23 3.09
N 4.62 0.99 -1.50
N -7.64 -0.78 -1.78
N 6.70 0.93 -1.46
N -5.66 -0.18 -2.21
N -1.99 1.13 6.10
N -1.04 0.67 4.26
N 3.41 -5.94 -3.19
N 2.82 -4.20 -2.19
C 3.39 -3.16 2.98
C -4.01 7.00 -1.38
C -4.17 5.47 -1.35
C -6.58 -0.24 -1.30
C 4.71 -3.89 2.65
C 2.55 -5.43 -2.42
C -1.43 1.65 5.04
C 5.66 1.28 -0.78
B -0.37 0.56 -0.92
H -4.77 0.25 -1.97
H -4.48 7.44 -0.50
H -3.81 4.91 -2.21
H 4.33 -5.57 -3.38
H -5.82 -0.56 -3.13
H 3.67 1.15 -1.20
H 3.13 -2.40 2.24
H -3.65 5.07 -0.48
H 3.18 -6.91 -3.35
H -0.95 0.88 3.27
H -2.50 7.77 -2.27
H -2.25 1.73 6.86
H 3.53 -3.73 -2.73
H 4.84 0.50 -2.35
H -1.34 1.03 -0.91
H 4.69 -4.71 1.93
H -5.21 5.20 -1.20
H -1.77 0.15 6.25
H -8.39 -0.87 -1.12
H -1.24 -0.30 4.48
H 5.49 -3.22 2.28
H 2.29 -3.67 -1.52
H 3.43 -2.68 3.96
H -7.56 -1.57 -2.41
H -4.51 7.41 -2.25
H 1.86 -3.89 3.74
H 6.73 0.24 -2.19
H 7.61 1.20 -1.10
H 0.27 0.97 -0.15
H -0.43 -0.50 -0.75
H 0.05 0.72 -1.90
H 5.13 -4.22 3.59

Results of the Löwdin charge analysis, in e, for atoms 1 through 4: 0.92, 0.94, 0.91, 0.00

***

Values of Kohn-Sham gap, in order: 0.3372, 0.0956, 0.0954, 0.2645, all in Ha.